This record from OMol25 describes a 8-piece molecular cluster, C29H29BCl28IN6O5S2 overall. The level of theory is wB97M-V/def2-TZVPD.

Geometry (Å):
C  6.257  -0.798  0.628
C  5.552  -1.979  -0.130
C  4.748  -1.550  -1.430
I  6.185  -0.718  -2.820
C  3.474  -0.654  -1.134
N  3.619  0.591  -0.329
C  4.049  1.563  -0.976
S  5.048  2.635  -1.621
N  2.719  -1.538  -0.159
B  2.350  -0.934  1.163
O  1.153  -0.245  1.453
O  3.267  -1.136  2.214
C  3.446  0.051  3.027
C  1.790  -2.369  -0.812
N  1.052  -3.255  -0.205
C  0.051  -4.062  -0.973
C  -1.338  -3.314  -0.765
C  -1.551  -2.750  0.580
C  -2.760  -1.992  0.906
C  -3.744  -1.804  -0.155
C  -3.538  -2.382  -1.468
C  -2.327  -3.147  -1.816
N  1.874  -2.006  -2.170
C  2.316  -0.600  -2.225
C  1.151  0.462  -1.962
C  -0.280  -0.104  -2.252
S  -1.648  1.091  -2.007
C  -1.023  2.719  -1.560
N  -0.274  3.164  -0.532
N  -0.205  4.509  -0.775
C  -0.875  4.864  -1.872
O  -1.422  3.708  -2.424
C  2.771  -0.348  -3.721
O  1.715  0.078  -4.594
C  2.063  1.199  -5.362
C  2.407  2.604  -4.724
O  2.075  1.150  -6.555
H  5.564  -0.089  1.140
H  6.970  -0.201  0.009
H  6.877  -1.270  1.445
H  4.929  -2.531  0.617
H  6.338  -2.709  -0.478
H  4.362  -2.508  -1.878
H  1.333  0.710  1.325
H  2.965  -0.142  4.018
H  4.553  0.161  3.213
H  3.113  0.996  2.534
H  1.107  -3.442  0.796
H  0.284  -4.094  -2.063
H  -0.014  -5.097  -0.561
H  -0.802  -2.868  1.414
H  -2.852  -1.561  1.932
H  -4.647  -1.195  0.102
H  -4.307  -2.206  -2.251
H  -2.163  -3.574  -2.836
H  1.135  -2.308  -2.803
H  1.374  1.423  -2.501
H  1.164  0.746  -0.870
H  -0.355  -0.490  -3.308
H  -0.462  -0.973  -1.572
H  -1.039  5.862  -2.329
H  3.251  -1.261  -4.166
H  3.591  0.429  -3.685
H  3.261  3.094  -5.266
H  1.531  3.296  -4.746
H  2.784  2.451  -3.672
C  -0.692  -4.336  4.747
Cl  -1.206  -6.008  5.010
Cl  -1.340  -3.306  6.033
Cl  1.079  -4.251  4.758
Cl  -1.301  -3.770  3.173
C  -1.652  0.929  5.486
Cl  -2.465  0.596  7.026
Cl  -2.039  -0.357  4.327
Cl  -2.203  2.487  4.844
Cl  0.102  0.983  5.743
C  -4.319  1.711  -5.586
Cl  -4.413  -0.011  -5.166
Cl  -4.082  1.880  -7.334
Cl  -5.822  2.515  -5.114
Cl  -2.955  2.450  -4.730
C  -2.790  4.542  8.209
Cl  -1.368  3.563  7.803
Cl  -3.456  5.261  6.732
Cl  -4.016  3.514  8.971
Cl  -2.319  5.829  9.331
C  -6.247  2.726  -0.777
Cl  -4.562  2.267  -1.103
Cl  -6.328  3.612  0.755
Cl  -6.851  3.756  -2.083
Cl  -7.243  1.263  -0.667
C  -0.776  7.509  -5.489
Cl  -0.045  9.048  -5.965
Cl  -2.222  7.211  -6.464
Cl  0.390  6.195  -5.740
Cl  -1.226  7.577  -3.771
C  -3.526  -7.748  8.209
Cl  -2.856  -6.189  7.693
Cl  -4.939  -8.141  7.214
Cl  -2.296  -9.010  8.013
Cl  -4.009  -7.652  9.911

Summary:
- E: -15831.12797 Ha
- Frontier orbital gap: 8.271 eV
- LUMO: -3.136 eV
- Relative energy (zero: lowest compared OMol25 entry of this formula, charge and spin): 288.0 kJ/mol
- Net charge: +1
- Largest force on an atom: 4.232 eV/A
- E_HOMO: -0.4192 hartree

Löwdin population analysis, charges in e, atoms 1 to 5: C -0.13; C -0.28; C -0.59; I 0.96; C -0.32

***

This record from OMol25 describes C29H29Br2CdN5OS4 as an isolated structure. The level of theory is wB97M-V/def2-TZVPD.

Geometry (Å):
Cd  0.381  1.070  -0.426
N  4.426  -0.317  -1.256
C  3.081  -0.153  -1.287
S  2.517  1.385  -1.791
N  2.327  -1.197  -1.036
N  1.038  -1.003  -0.812
C  0.159  -1.920  -1.074
C  0.520  -3.204  -1.710
C  0.022  -3.501  -2.976
C  0.396  -4.668  -3.614
C  1.263  -5.553  -2.994
C  1.759  -5.260  -1.735
C  1.397  -4.089  -1.093
C  -1.235  -1.611  -0.798
C  -2.237  -2.587  -0.913
C  -3.550  -2.236  -0.671
C  -3.840  -0.928  -0.299
C  -2.788  -0.033  -0.182
N  -1.532  -0.354  -0.437
H  4.982  0.375  -1.727
H  4.816  -1.235  -1.123
H  -0.653  -2.807  -3.461
H  0.015  -4.887  -4.600
H  1.563  -6.458  -3.503
H  2.437  -5.950  -1.255
H  1.773  -3.859  -0.107
H  -1.971  -3.598  -1.185
H  -4.342  -2.967  -0.763
H  -4.853  -0.613  -0.095
H  -2.959  0.991  0.128
C  -1.132  0.931  -3.599
C  -1.435  2.238  -2.937
C  -2.211  3.221  -3.578
C  -2.465  4.404  -2.944
C  -1.925  4.646  -1.666
C  -2.083  5.842  -0.945
Br  -3.198  7.237  -1.634
C  -1.473  6.024  0.273
C  -0.722  4.999  0.821
Br  0.095  5.219  2.521
C  -0.540  3.748  0.212
O  0.112  2.812  0.776
C  -1.151  3.602  -1.092
N  -0.944  2.440  -1.734
H  -1.291  0.987  -4.671
H  -1.770  0.144  -3.199
H  -0.098  0.651  -3.398
H  -2.599  3.031  -4.566
H  -3.070  5.168  -3.411
H  -1.592  6.948  0.819
C  0.260  -1.769  4.532
C  -1.023  -1.252  3.910
S  -0.810  0.049  2.645
C  -0.058  1.423  3.576
C  1.468  1.475  3.577
S  2.212  0.850  2.029
C  3.369  -0.475  2.569
C  2.952  -1.460  3.647
S  1.436  -2.422  3.282
H  0.023  -2.591  5.212
H  0.769  -0.990  5.097
H  -1.686  -0.867  4.687
H  -1.528  -2.052  3.369
H  -0.447  1.398  4.594
H  -0.445  2.303  3.063
H  1.903  0.902  4.392
H  1.771  2.519  3.673
H  4.290  0.016  2.892
H  3.555  -1.001  1.634
H  2.813  -0.982  4.616
H  3.755  -2.194  3.753

Summary:
- E: -8380.09969 Ha
- Frontier orbital gap: 6.853 eV
- LUMO: -0.363 eV
- Net charge: 0
- Largest force on an atom: 1.692 eV/A
- E_HOMO: -0.2652 hartree

Löwdin population analysis, charges in e, atoms 1 to 5: Cd 1.25; N 0.06; C -0.96; S 0.50; N -0.02

***

This record from OMol25 describes C29H29BrLaN8O2S4 as an isolated structure. The level of theory is wB97M-V/def2-TZVPD.

Geometry (Å):
La  -0.668  -0.251  -0.093
C  1.075  3.267  -1.645
C  0.560  3.908  -0.366
S  -0.972  3.092  0.143
C  -1.155  3.712  1.830
C  -0.022  3.385  2.797
S  0.484  1.645  2.711
C  2.273  1.813  2.931
C  2.950  0.466  2.734
S  2.631  -0.355  1.150
C  3.741  0.531  0.020
C  3.217  1.844  -0.546
S  1.664  1.569  -1.436
H  1.888  3.851  -2.075
H  0.281  3.192  -2.388
H  0.357  4.966  -0.542
H  1.298  3.830  0.434
H  -2.092  3.281  2.182
H  -1.296  4.793  1.786
H  -0.355  3.596  3.813
H  0.859  3.992  2.590
H  2.467  2.170  3.943
H  2.650  2.555  2.229
H  2.594  -0.243  3.483
H  4.029  0.560  2.856
H  3.939  -0.175  -0.790
H  4.684  0.696  0.542
H  3.946  2.250  -1.250
H  3.055  2.576  0.242
N  0.357  -3.828  1.035
C  0.987  -3.473  -0.146
C  1.663  -4.510  -0.814
C  2.322  -4.241  -1.984
C  2.310  -2.936  -2.481
C  1.617  -1.992  -1.773
N  0.954  -2.234  -0.621
C  -0.274  -3.152  2.075
C  -0.672  -3.952  3.155
C  -1.307  -3.374  4.226
C  -1.534  -2.001  4.213
C  -1.115  -1.294  3.115
N  -0.491  -1.838  2.044
H  0.433  -4.814  1.222
H  1.662  -5.508  -0.396
H  2.844  -5.029  -2.509
H  2.813  -2.670  -3.399
H  1.581  -0.973  -2.142
H  -0.477  -5.017  3.136
H  -1.621  -3.981  5.065
H  -2.023  -1.488  5.028
H  -1.278  -0.227  3.086
N  -3.666  -2.436  -0.649
C  -2.679  -2.125  -0.137
H  -4.519  -2.704  -1.098
Br  -1.359  2.605  -7.383
C  -1.156  1.022  -6.380
C  -0.938  -0.188  -7.029
N  -0.785  -1.336  -6.378
C  -0.857  -1.315  -5.052
C  -1.065  -0.150  -4.324
C  -1.215  1.052  -5.003
C  -1.099  -0.190  -2.840
O  -1.001  0.888  -2.181
O  -1.185  -1.300  -2.244
H  -0.887  -0.227  -8.111
H  -0.738  -2.260  -4.536
H  -1.378  1.973  -4.461
N  -2.628  0.603  0.825
C  -3.387  0.886  1.668
C  -4.128  1.266  2.757
C  -3.342  1.711  3.852
N  -2.595  2.044  4.667
C  -5.541  1.151  2.793
N  -6.687  1.045  2.821

Summary:
- E: -5909.32145 Ha
- Frontier orbital gap: 7.998 eV
- LUMO: -2.511 eV
- Net charge: +1
- Largest force on an atom: 2.401 eV/A
- E_HOMO: -0.3862 hartree

Löwdin population analysis, charges in e, atoms 1 to 5: La 1.80; C -0.49; C -0.50; S 0.84; C -0.50

***

- What is the formula in the third record?
  C29H29BrLaN8O2S4

***

- frontier orbital gap of number 1 (C29H29BCl28IN6O5S2)?
  8.271 eV